# 1
# C28H25CoFIN5O7

C28H25CoFIN5O7 as an isolated structure (the ωB97M-V functional and the def2-TZVPD basis, OMol25).

Each line ends with the Mulliken spin population.
Atoms and positions in Å:
Co 0.95 -1.19 2.53  1.042
C 4.84 0.78 -2.83  0.000
O 5.76 0.56 -1.78  0.000
C 5.25 0.10 -0.60  0.000
C 6.19 -0.15 0.41  -0.001
C 5.74 -0.60 1.62  0.001
C 4.39 -0.84 1.92  -0.005
C 3.98 -1.35 3.22  -0.001
C 4.95 -1.37 4.40  0.006
O 2.85 -1.76 3.48  0.009
C 3.41 -0.60 0.88  0.002
O 2.16 -0.76 0.97  0.001
C 3.91 -0.10 -0.38  0.001
H 5.43 1.09 -3.69  0.000
H 4.12 1.56 -2.58  0.000
H 4.29 -0.13 -3.08  0.000
H 7.25 0.00 0.21  0.000
H 6.49 -0.81 2.38  0.000
H 5.97 -1.07 4.17  -0.001
H 4.95 -2.38 4.81  0.000
H 4.53 -0.71 5.16  0.000
H 3.16 0.09 -1.13  0.000
C -3.90 -1.22 0.59  0.000
C -2.93 -2.35 0.53  0.000
N -1.72 -2.33 1.04  0.000
C -1.16 -3.54 0.76  0.005
C -2.07 -4.32 0.07  0.000
N -3.18 -3.54 -0.06  0.000
C -2.11 -5.68 -0.51  0.000
O -1.05 -6.42 -0.39  0.000
O -3.14 -6.06 -1.06  0.000
C 0.25 -3.87 1.20  -0.006
O 0.69 -5.00 0.85  -0.001
O 0.93 -3.04 1.83  -0.013
H -3.46 -0.44 1.22  0.000
H -4.85 -1.53 1.02  0.000
H -4.08 -0.80 -0.40  0.000
H -4.01 -3.86 -0.53  0.000
H -0.30 -5.88 0.12  0.000
N -2.79 2.68 -2.94  0.000
C -3.46 3.75 -3.48  0.000
C -4.02 3.98 -4.73  0.000
C -4.64 5.20 -4.91  0.000
C -4.70 6.16 -3.89  0.000
C -4.14 5.92 -2.64  0.000
C -3.51 4.69 -2.43  0.000
N -2.89 4.19 -1.31  0.000
C -2.47 3.00 -1.64  -0.001
C -1.75 2.07 -0.77  -0.001
C -1.47 2.43 0.55  0.001
C -0.80 1.54 1.36  0.001
N -0.40 0.34 0.96  0.011
C -0.65 0.00 -0.30  -0.003
C -1.32 0.82 -1.20  0.002
H -2.57 1.81 -3.41  0.000
H -3.98 3.24 -5.51  0.000
H -5.08 5.43 -5.88  0.000
H -5.19 7.10 -4.07  0.000
H -4.19 6.65 -1.85  0.000
H -1.77 3.41 0.91  0.000
H -0.54 1.77 2.39  0.000
H -0.30 -0.98 -0.61  0.001
H -1.49 0.47 -2.21  0.001
I 0.50 -1.30 6.00  -0.007
C -0.28 -1.65 4.00  -0.050
H -1.18 -1.04 4.00  0.003
H -0.57 -2.70 4.03  0.004
F 1.12 0.51 3.21  -0.001

Summary:
* total charge: -2
* E_HOMO (alpha / beta): -1.42 / -1.49 eV
* spin multiplicity: 2
* electronic energy: -3662.9571 Eh
* expectation value of S²: 0.761
* Kohn-Sham gap (alpha / beta): 4.95 / 5.01 eV

***

# 2
# C28H25N7O2RuS8

C28H25N7O2RuS8 as an isolated structure (the ωB97M-V functional and the def2-TZVPD basis, OMol25).

Each line ends with the Mulliken spin population.
Atoms and positions in Å:
Ru -0.33 -0.49 -0.62  0.735
O 3.37 -1.47 1.86  0.000
C 3.37 -0.33 2.59  0.000
C 4.42 -0.16 3.49  0.000
C 4.49 0.98 4.27  0.000
C 3.51 1.97 4.16  0.001
C 2.48 1.80 3.27  0.000
C 2.38 0.66 2.47  -0.006
C 1.25 0.51 1.53  0.004
O 1.23 -0.54 0.75  0.028
N 0.32 1.41 1.54  0.009
N -0.75 1.05 0.71  -0.002
C -1.85 1.62 1.04  -0.007
S -1.84 2.85 2.28  0.000
C -3.60 3.27 2.06  0.000
C -4.34 1.99 1.74  -0.002
S -3.42 1.13 0.43  0.007
H 2.57 -1.43 1.30  0.001
H 5.17 -0.94 3.56  0.000
H 5.31 1.10 4.97  0.000
H 3.57 2.86 4.77  0.000
H 1.71 2.56 3.17  0.000
H -3.70 4.00 1.26  0.000
H -3.94 3.71 2.99  0.000
H -5.34 2.18 1.35  0.000
H -4.41 1.34 2.62  0.000
N -2.08 -3.86 0.94  0.007
C -2.26 -3.19 2.15  0.002
C -2.79 -3.61 3.36  0.002
C -2.80 -2.68 4.38  0.000
C -2.29 -1.39 4.19  0.000
C -1.76 -0.98 2.99  -0.008
C -1.75 -1.91 1.95  0.000
N -1.30 -1.82 0.63  -0.023
C -1.51 -3.01 0.08  0.054
C -1.08 -3.26 -1.28  0.000
C -1.36 -4.27 -2.14  0.010
S -0.67 -3.92 -3.67  -0.001
C -0.05 -2.46 -3.08  0.001
N -0.31 -2.24 -1.82  -0.018
H -2.31 -4.83 0.76  -0.001
H -3.18 -4.61 3.50  0.000
H -3.20 -2.96 5.34  0.000
H -2.31 -0.69 5.02  0.000
H -1.36 0.02 2.87  0.003
H -1.95 -5.15 -1.98  0.000
H 0.50 -1.75 -3.69  0.000
C 2.75 -1.94 -1.50  0.001
C 2.50 -0.52 -1.88  0.003
N 1.38 0.18 -1.78  0.024
C 1.65 1.45 -2.27  0.003
C 2.93 1.51 -2.67  0.003
N 3.45 0.26 -2.43  0.000
H 1.95 -2.31 -0.87  0.000
H 3.69 -2.01 -0.94  0.000
H 2.83 -2.57 -2.38  0.000
H 0.90 2.22 -2.26  -0.004
H 3.52 2.31 -3.09  0.000
H 4.40 -0.04 -2.59  0.000
C 0.13 1.50 -6.70  0.001
S -0.73 0.68 -5.35  0.004
C -0.96 2.01 -4.22  0.043
C -1.37 1.82 -2.95  -0.024
S -1.73 0.19 -2.40  0.142
S -1.51 3.27 -1.98  -0.004
C -1.00 4.41 -3.18  0.000
S -0.87 6.01 -2.92  0.007
S -0.65 3.65 -4.71  0.005
H 0.34 0.71 -7.43  0.000
H 1.07 1.94 -6.38  0.000
H -0.50 2.25 -7.19  0.000

Summary:
* total charge: +1
* E_HOMO (alpha / beta): -9.63 / -9.67 eV
* spin multiplicity: 2
* electronic energy: -4896.0754 Eh
* expectation value of S²: 0.758
* Kohn-Sham gap (alpha / beta): 6.60 / 5.64 eV

***

no.,F_max (eV/A)
1,1.06
2,0.69